(1)
{"formula": "C11H32N6O11Si", "method": "wB97M-V/def2-TZVPD", "species": ["C", "Si", "C", "C", "C", "O", "C", "C", "N", "H", "H", "H", "H", "H", "H", "H", "H", "H", "H", "H", "H", "H", "H", "H", "H", "H", "C", "N", "O", "O", "H", "H", "H", "C", "N", "O", "O", "H", "H", "H", "C", "N", "O", "O", "H", "H", "H", "C", "N", "O", "O", "H", "H", "H", "C", "N", "O", "O", "H", "H", "H"], "positions_angstrom": [[-0.31000, 0.44417, 1.54775], [-0.08523, -0.75374, 0.12346], [-1.20511, -0.36740, -1.35031], [1.71062, -0.78915, -0.50140], [-0.54386, -2.53380, 0.65162], [-0.24366, -2.83292, 2.00751], [1.08413, -3.21445, 2.21338], [1.45525, -4.64188, 1.71484], [0.29764, -5.43918, 1.27370], [-1.32933, 0.82008, 1.60279], [-0.10277, -0.02811, 2.50474], [0.34468, 1.30527, 1.42714], [-0.83411, 0.44885, -1.96022], [-1.26171, -1.27919, -1.94305], [-2.21520, -0.14822, -1.00872], [1.78761, -0.41324, -1.51735], [2.36621, -0.25453, 0.18303], [2.05706, -1.81820, -0.52153], [-0.06051, -3.21826, -0.04842], [-1.62016, -2.65047, 0.53935], [1.79155, -2.50205, 1.77351], [1.24004, -3.16787, 3.28863], [1.91504, -5.15987, 2.55285], [2.23425, -4.55994, 0.95360], [0.24135, -5.37006, 0.26216], [0.53481, -6.41354, 1.42974], [-3.42266, 3.10647, 3.81953], [-3.14127, 2.40511, 2.53683], [-3.46228, 1.23688, 2.44164], [-2.60772, 3.05814, 1.66182], [-3.89199, 2.40321, 4.49691], [-2.47298, 3.45941, 4.21037], [-4.08126, 3.94247, 3.59463], [-6.18735, 3.45625, 0.95489], [-6.85576, 4.53626, 1.73048], [-8.05277, 4.66870, 1.60806], [-6.14231, 5.21807, 2.44635], [-6.93523, 2.93219, 0.37302], [-5.44546, 3.92272, 0.31376], [-5.71438, 2.79186, 1.67173], [3.86372, -3.77636, -3.50944], [2.88173, -3.88574, -2.39696], [1.84554, -3.25879, -2.48699], [3.18686, -4.59784, -1.45927], [3.45752, -3.11180, -4.26136], [4.78477, -3.38139, -3.09431], [4.01516, -4.77726, -3.90341], [-2.95297, 6.68720, 0.99234], [-1.70092, 7.30073, 1.51176], [-1.19121, 8.19015, 0.86092], [-1.27449, 6.86359, 2.56203], [-3.21470, 7.17225, 0.05956], [-2.75965, 5.62750, 0.84670], [-3.72451, 6.83713, 1.74222], [7.85220, -2.01266, -5.70927], [6.86795, -2.13597, -4.59968], [5.82222, -1.52410, -4.69464], [7.17972, -2.84697, -3.66494], [7.43826, -1.35303, -6.46194], [8.76644, -1.60742, -5.28714], [8.02120, -3.00927, -6.10499]], "nbo_charge": [-1.1191, 1.5683, -1.0979, -1.1068, -0.4856, -0.5327, -0.0668, -0.2641, -0.8207, 0.2405, 0.2458, 0.2334, 0.2326, 0.2336, 0.2324, 0.2354, 0.2305, 0.2347, 0.1837, 0.2057, 0.1540, 0.1799, 0.1847, 0.1847, 0.3505, 0.3521, -0.4918, 0.5345, -0.3699, -0.3906, 0.2317, 0.2457, 0.2464, -0.4833, 0.5354, -0.3505, -0.4062, 0.2369, 0.2376, 0.2316, -0.4893, 0.5380, -0.3752, -0.3894, 0.2326, 0.2533, 0.2289, -0.4937, 0.5352, -0.3716, -0.3822, 0.2268, 0.2443, 0.2398, -0.4840, 0.5346, -0.3749, -0.3792, 0.2333, 0.2396, 0.2370], "smiles": "C[Si](C)(C)COCCN.C[N+](=O)[O-].C[N+](=O)[O-].C[N+](=O)[O-].C[N+](=O)[O-].C[N+](=O)[O-]", "e_above_lowest_kcal_mol": 0.0, "total_energy_ev": -51252.532, "orbital_gap_ev": 8.020}


(2)
{"formula": "C11H33I2N5O3PSrTe", "method": "wB97M-V/def2-TZVPD", "species": ["Sr", "N", "C", "C", "N", "C", "C", "N", "H", "H", "H", "H", "H", "H", "H", "H", "H", "H", "H", "H", "H", "I", "C", "I", "H", "H", "N", "C", "C", "N", "H", "H", "H", "H", "H", "H", "H", "H", "C", "C", "O", "P", "O", "Te", "O", "C", "C", "H", "H", "H", "H", "H", "H", "H", "H", "H", "H"], "positions_angstrom": [[0.08565, 0.67921, 0.06622], [2.43960, -0.13006, -0.57760], [3.66753, 0.34990, -0.01134], [3.59963, 1.75346, 0.60909], [2.50855, 1.92430, 1.51761], [2.63628, 1.34748, 2.87136], [2.01278, -0.05721, 2.98363], [0.53534, -0.03014, 2.82232], [2.37138, -1.14831, -0.63238], [2.32193, 0.14356, -1.56854], [4.43581, 0.38514, -0.76971], [3.95877, -0.33497, 0.83580], [3.39926, 2.51486, -0.18665], [4.59608, 1.97425, 0.99959], [2.16362, 2.88564, 1.55236], [2.03175, 1.97377, 3.60872], [3.65467, 1.35555, 3.25583], [2.34056, -0.44678, 3.91185], [2.47628, -0.72794, 2.25771], [0.18439, 0.59053, 3.55602], [0.21897, -0.97859, 3.00184], [2.51685, 6.00160, 0.75892], [0.62081, 6.13514, 1.77513], [-0.66716, 4.40686, 1.61849], [0.02757, 6.97887, 1.31554], [0.71614, 6.32732, 2.78355], [-0.04166, -0.14658, -2.60929], [-0.46887, 0.86904, -3.60581], [0.02375, 2.20479, -3.23559], [-0.41880, 2.66755, -1.88427], [0.56086, -0.84702, -3.00742], [-0.88413, -0.67212, -2.30882], [-1.53673, 0.91140, -3.55323], [-0.20755, 0.65537, -4.63904], [-0.23308, 2.92892, -4.02725], [1.14613, 2.21328, -3.21448], [-1.32104, 3.04702, -1.95035], [0.11404, 3.49967, -1.57913], [-1.16219, -4.84689, 2.05991], [-2.37072, -4.19099, 1.37952], [-2.24440, -2.72834, 1.46371], [-1.92301, -1.78493, 0.17689], [-0.42690, -1.61434, -0.02067], [-3.03546, 0.25082, 0.69678], [-2.53140, -2.38488, -1.16256], [-3.90153, -2.74188, -1.39376], [-4.08221, -2.86921, -2.89636], [-1.13932, -5.90408, 1.80830], [-1.15549, -4.63040, 3.10389], [-0.24222, -4.35876, 1.67101], [-3.34273, -4.45095, 1.84315], [-2.56703, -4.45446, 0.35888], [-4.56660, -2.00206, -0.95374], [-4.17581, -3.71608, -0.99187], [-3.89721, -1.92914, -3.37332], [-5.17985, -3.10016, -3.10852], [-3.64188, -3.74800, -3.40193]], "nbo_charge": [1.7327, -0.9198, -0.2319, -0.2254, -0.6945, -0.2355, -0.2351, -0.8804, 0.3988, 0.3771, 0.1962, 0.1967, 0.1924, 0.1915, 0.3898, 0.2002, 0.2008, 0.1887, 0.1830, 0.3739, 0.3893, 0.1514, -0.6865, 0.1148, 0.2449, 0.2094, -0.9095, -0.2490, -0.2246, -0.8968, 0.3794, 0.3968, 0.1996, 0.2113, 0.2002, 0.1822, 0.3772, 0.3778, -0.6321, -0.0607, -0.8388, 2.0382, -1.2422, -0.6635, -0.8517, -0.0738, -0.6322, 0.2262, 0.2198, 0.2141, 0.1946, 0.1784, 0.2093, 0.1826, 0.2136, 0.2249, 0.2261], "e_above_lowest_kcal_mol": 31.9, "total_energy_ev": -59154.762, "total_charge": 1, "orbital_gap_ev": 7.020}


(3)
{"formula": "C11H33N11O22", "method": "wB97M-V/def2-TZVPD", "species": ["C", "N", "O", "O", "H", "H", "H", "C", "N", "O", "O", "H", "H", "H", "C", "N", "O", "O", "H", "H", "H", "C", "N", "O", "O", "H", "H", "H", "C", "N", "O", "O", "H", "H", "H", "C", "N", "O", "O", "H", "H", "H", "C", "N", "O", "O", "H", "H", "H", "C", "N", "O", "O", "H", "H", "H", "C", "N", "O", "O", "H", "H", "H", "C", "N", "O", "O", "H", "H", "H", "C", "N", "O", "O", "H", "H", "H"], "positions_angstrom": [[3.49874, -2.94573, -1.54777], [2.32365, -2.25568, -2.16817], [1.42371, -3.04129, -2.39778], [2.30458, -1.07207, -2.29456], [4.30614, -2.23194, -1.71123], [3.56685, -3.93945, -1.99047], [3.25546, -3.05539, -0.49094], [-3.90224, -0.96019, 3.31847], [-5.07777, -0.13448, 3.49104], [-6.06001, -0.18281, 2.73171], [-5.01864, 0.69851, 4.37821], [-3.39074, -1.04981, 4.27682], [-3.29101, -0.48483, 2.55131], [-4.25142, -1.95069, 3.02680], [5.76021, -0.61662, 0.95448], [4.47075, -0.33789, 1.69363], [4.28466, -0.91233, 2.76267], [3.64040, 0.29517, 1.12766], [6.54611, -0.64645, 1.70918], [5.88205, 0.08887, 0.13256], [5.67973, -1.65103, 0.62041], [-2.63269, -3.23014, -2.22869], [-1.90085, -4.03404, -1.25725], [-2.03181, -5.24993, -1.33033], [-1.26841, -3.41815, -0.43881], [-2.97449, -2.31771, -1.74008], [-3.47768, -3.84636, -2.53587], [-2.06007, -3.11183, -3.14859], [-1.12296, 1.75823, -4.53748], [-1.14911, 0.62808, -5.49599], [-2.16013, 0.15175, -5.91084], [-0.06811, 0.16306, -5.84912], [-0.17475, 2.18632, -4.86265], [-1.22163, 1.39304, -3.51523], [-1.93672, 2.40731, -4.86086], [-4.79644, -0.50208, -0.17830], [-4.61075, 0.21403, -1.52566], [-4.52664, 1.44228, -1.56103], [-4.43097, -0.50479, -2.49620], [-5.74740, -0.01186, 0.03021], [-4.05855, -0.24671, 0.58223], [-4.84484, -1.57625, -0.35695], [0.98278, -1.63708, 3.31523], [0.90030, -3.09258, 2.94599], [0.86931, -3.45239, 1.76030], [0.72922, -3.88479, 3.88089], [1.60169, -1.12484, 2.57857], [1.57241, -1.62633, 4.23192], [-0.01017, -1.21261, 3.46346], [0.45795, 0.29089, 0.03894], [-0.85635, -0.18260, -0.48979], [-0.91220, -0.36251, -1.70110], [-1.75469, -0.33922, 0.29097], [1.05157, -0.62193, -0.01060], [0.36888, 0.59489, 1.08190], [0.90058, 1.04736, -0.60908], [3.38365, 1.62032, -4.03126], [2.67159, 2.03362, -2.74741], [1.69785, 2.77179, -2.86253], [2.96445, 1.44717, -1.68044], [2.64429, 1.77443, -4.81720], [3.49894, 0.55135, -3.85206], [4.31809, 2.17902, -4.08384], [-2.67886, 3.18268, 3.54126], [-1.28139, 2.95847, 3.57264], [-0.56775, 3.86005, 3.98671], [-0.90770, 1.93161, 3.09074], [-3.05526, 2.83939, 2.57763], [-2.95438, 4.23290, 3.63729], [-3.14255, 2.60198, 4.33867], [2.31499, 3.79975, 1.16090], [3.16677, 3.54521, 2.36705], [4.08228, 4.24831, 2.53057], [2.78314, 2.54421, 3.08789], [1.33688, 3.32372, 1.23023], [2.90065, 3.40519, 0.33059], [2.16703, 4.84465, 0.88818]], "mulliken_charge": [-0.6786, 0.6966, -0.4905, -0.2726, 0.2381, 0.3124, 0.2173, -0.5067, 0.7711, -0.8198, -0.8259, 0.3135, -0.1328, 0.3054, -0.8256, 0.8487, -0.5377, -0.3145, 0.3183, 0.2710, 0.2725, -0.4700, 0.9132, -0.5990, -0.4211, -0.0608, 0.3279, 0.2574, -0.4558, 0.9480, -0.5503, -0.5786, 0.2354, 0.1410, 0.2597, -0.4714, 0.9560, -0.5872, -0.5630, 0.3348, 0.0041, 0.2623, -0.1799, 0.9136, -0.4988, -0.5619, -0.2413, 0.3371, 0.2234, -0.1248, 0.8449, -0.4360, -0.3108, 0.0462, 0.1137, -0.0968, -0.6777, 0.8083, -0.5390, -0.3584, 0.2734, 0.2228, 0.2633, -0.7999, 0.9041, -0.5643, -0.4653, 0.2328, 0.3066, 0.3305, -0.5562, 0.9476, -0.5645, -0.4830, 0.0867, 0.1747, 0.3863], "spin_multiplicity": 2, "e_above_lowest_kcal_mol": 21.2, "total_energy_ev": -73346.403, "total_charge": -1, "orbital_gap_ev": [1.809, 5.373]}


(4)
{"formula": "C11H33O6P2S2", "method": "wB97M-V/def2-TZVPD", "species": ["C", "C", "C", "C", "S", "C", "P", "O", "O", "O", "P", "S", "H", "H", "H", "H", "H", "H", "H", "H", "H", "H", "H", "H", "H", "H", "H", "C", "C", "O", "H", "H", "H", "H", "H", "H", "C", "C", "O", "H", "H", "H", "H", "H", "H", "C", "C", "O", "H", "H", "H", "H", "H", "H"], "positions_angstrom": [[-0.13067, 2.99256, 4.04713], [0.37240, 3.39886, 2.67428], [-0.40819, 2.70212, 1.55894], [-1.92888, 2.56109, 1.72551], [-0.16056, 3.54588, -0.04760], [1.57913, 3.50562, -0.51639], [2.74476, 4.70683, 0.26973], [3.69031, 5.10441, -0.76169], [1.91496, 5.89786, 0.87947], [3.38544, 3.95920, 1.51075], [-0.91506, 1.96183, -1.38252], [0.12380, 0.34718, -1.21817], [-0.25542, 1.91878, 4.13863], [0.51380, 3.37476, 4.82801], [-1.11084, 3.42389, 4.22663], [0.39403, 4.48204, 2.58691], [1.40985, 3.09033, 2.58617], [0.01444, 1.70914, 1.41776], [-2.25052, 2.77427, 2.73327], [-2.23339, 1.56085, 1.43877], [-2.47631, 3.24398, 1.07397], [1.93614, 2.47910, -0.45282], [1.60069, 3.79351, -1.56498], [0.95909, 5.81813, 0.85080], [3.54329, 3.03418, 1.31203], [-2.24847, 1.82730, -0.99015], [-0.86645, 2.56756, -2.64320], [-5.04409, -0.05838, 3.94008], [-3.53504, -0.11719, 4.07578], [-3.00472, 1.03812, 4.73170], [-5.34474, 0.83331, 3.38869], [-5.42442, -0.93689, 3.41879], [-5.51778, -0.01461, 4.92230], [-3.06267, -0.14820, 3.09357], [-3.23454, -1.01699, 4.61962], [-3.39244, 1.07772, 5.61065], [3.40675, -2.33943, -3.27266], [1.99292, -2.88832, -3.23581], [1.60621, -3.23628, -1.90299], [4.10541, -3.07369, -2.87318], [3.70652, -2.09047, -4.29101], [3.48960, -1.43562, -2.66046], [1.92173, -3.79188, -3.83451], [1.28430, -2.15543, -3.64066], [1.66445, -2.43726, -1.37414], [-0.30825, -7.05954, -4.79250], [1.19473, -7.24235, -4.69393], [1.83090, -6.13205, -4.06218], [-0.54420, -6.14995, -5.34549], [-0.77351, -7.90632, -5.29791], [-0.75213, -6.96928, -3.79833], [1.63716, -7.31692, -5.68539], [1.43046, -8.16104, -4.14765], [1.47002, -6.05231, -3.17358]], "nbo_charge": [-0.6048, -0.4256, -0.3064, -0.6539, 0.5201, -0.9946, 2.3693, -1.0323, -0.9594, -0.9607, 0.6669, -0.4213, 0.2284, 0.2420, 0.2157, 0.2099, 0.2263, 0.2510, 0.2798, 0.2325, 0.2148, 0.2872, 0.3051, 0.5111, 0.5133, 0.0385, 0.0393, -0.6369, -0.0586, -0.7426, 0.2070, 0.2233, 0.2109, 0.1575, 0.1709, 0.4732, -0.6318, -0.0756, -0.7198, 0.2212, 0.2193, 0.1816, 0.2139, 0.1423, 0.4485, -0.6339, -0.0607, -0.7297, 0.2089, 0.2173, 0.1979, 0.1789, 0.1593, 0.4654], "total_energy_ev": -64469.558, "total_charge": 1, "orbital_gap_ev": 7.320}